1.
A molecular structure, C50H58F6N11O18S6 at a distorted geometry, computed with the ωB97M-V functional and the def2-TZVPD basis.

Each line ends with the Mulliken charge.
Positions of all 149 atoms, in Å:
S1 -30.3731 1.3613 -6.7736  1.035
S2 -22.0482 -2.1434 -7.3218  1.154
S3 -30.8517 -0.0229 -9.2095  0.683
S4 -31.4521 -4.8570 -5.8394  1.009
S5 -21.8530 0.5698 -7.0466  0.997
S6 -29.3329 -4.6058 -7.6452  0.666
F1 -28.3059 -4.4364 -6.4778  -0.146
F2 -29.7578 0.3537 -5.6874  -0.277
F3 -31.6938 -6.2628 -6.5908  -0.262
F4 -21.3098 -2.2386 -8.8127  -0.366
F5 -21.4226 0.6969 -8.6634  -0.305
F6 -31.3890 -1.0491 -8.1656  -0.094
O1 -24.5630 -7.3335 -9.6421  -0.436
O2 -34.4039 -4.6552 -11.1563  -0.716
O3 -30.7090 -5.1030 -4.6108  -0.648
O4 -32.7360 -4.1933 -5.7191  -0.476
O5 -29.0220 -3.7425 -8.7821  -0.263
O6 -34.9467 -2.5237 -10.3917  -0.432
O7 -21.5810 -3.3411 -6.7170  -0.686
O8 -31.8471 1.2285 -6.4817  -0.632
O9 -20.9639 1.4395 -6.4158  -0.556
O10 -23.3220 0.8835 -7.1552  -0.419
O11 -29.5957 2.5837 -6.4074  -0.571
O12 -29.2303 -6.0067 -7.7228  -0.663
O13 -24.7124 -5.1711 -9.0220  -0.534
O14 -23.3843 -2.0853 -7.7494  -0.190
O15 -32.0527 0.4517 -9.8432  -0.590
O16 -29.8725 -0.7176 -10.1007  -0.388
O17 -22.6657 -6.0927 -9.5203  -0.761
O18 -36.5850 -3.7835 -11.0975  -0.525
N1 -30.0460 0.9682 -8.2696  -0.299
N2 -36.1797 -0.5175 -9.0661  0.217
N3 -19.5724 -8.1191 -7.2628  0.086
N4 -26.9509 3.1005 -7.3583  0.380
N5 -30.6844 -4.0905 -6.9741  -0.167
N6 -21.5474 -0.9060 -6.5683  -0.532
N7 -26.1792 -7.1298 -5.7094  0.181
N8 -24.2088 -2.0294 -11.0567  0.437
N9 -33.8993 -1.5835 -2.4614  0.033
N10 -31.3176 -4.3258 -11.5932  0.217
N11 -30.2738 -1.6006 -17.7843  0.011
C1 -34.7327 -0.9555 -5.0259  1.072
C2 -25.3706 -0.0827 -9.6246  1.084
C3 -26.3407 2.1805 -9.3993  -0.931
C4 -25.7053 -1.4208 -9.3420  -0.744
C5 -34.6509 -2.4528 -3.1244  -0.199
C6 -20.3996 -9.1297 -7.3992  -0.400
C7 -25.9759 0.9466 -8.8151  1.142
C8 -34.3755 -0.1487 -7.4830  -0.238
C9 -26.0824 0.8918 -7.4095  -0.863
C10 -22.2222 -7.6712 -7.1243  1.233
C11 -35.1137 -2.1328 -4.3663  -1.040
C12 -23.5127 -3.1368 -11.6874  -0.980
C13 -33.7577 -0.3644 -2.9068  -0.353
C14 -30.4419 -3.3089 -11.7051  0.302
C15 -20.0216 -6.8312 -7.1718  -0.534
C16 -30.5955 -2.7247 -15.3622  0.510
C17 -25.2851 -6.1660 -5.5722  -0.384
C18 -34.9341 -0.0710 -8.7634  -0.465
C19 -26.5780 2.0128 -6.7771  -0.510
C20 -30.9673 -0.9140 -16.8859  -0.253
C21 -21.3535 -6.5616 -7.0545  -0.451
C22 -24.4717 0.2413 -10.6663  -0.733
C23 -24.6981 -8.4814 -7.0267  -0.767
C24 -31.7538 -4.3904 -13.8635  -0.767
C25 -24.0570 -6.2762 -6.1914  -0.643
C26 -18.0707 -8.3000 -7.0344  -0.845
C27 -36.3679 -1.3902 -6.7951  -0.819
C28 -31.0586 -1.4255 -15.6042  -0.652
C29 -27.5095 -6.9930 -5.0326  -0.998
C30 -35.1590 -0.7423 -6.4526  0.647
C31 -30.1370 -1.0179 -19.1568  -1.010
C32 -29.9116 -3.4425 -16.3451  -0.811
C33 -32.0207 -4.8538 -12.5854  -0.399
C34 -25.9307 -8.1913 -6.4829  -0.390
C35 -30.2875 -2.7014 -12.9053  -0.877
C36 -30.9336 -3.2740 -14.0333  1.024
C37 -31.6684 -4.8516 -10.2027  -0.247
C38 -36.8361 -1.1810 -8.0984  -0.395
C39 -23.9147 -6.0427 -9.3679  0.624
C40 -36.7607 -0.4103 -10.3931  -0.882
C41 -29.8093 -2.8396 -17.5680  -0.082
C42 -21.7324 -8.9529 -7.4066  -1.194
C43 -23.8074 -0.7820 -11.3160  -0.332
C44 -23.7362 -7.4380 -6.9265  1.546
C45 -27.2237 4.2584 -6.4726  -0.916
C46 -33.0318 -1.9974 -1.3407  -0.865
C47 -25.0751 -2.3953 -10.1146  -0.893
C48 -26.8643 3.1722 -8.6938  -0.403
C49 -35.1622 -3.5911 -10.8761  0.414
C50 -34.1596 0.0029 -4.1710  -0.572
H1 -32.7133 -4.7963 -10.0936  0.307
H2 -29.9753 -2.9709 -10.7458  0.139
H3 -23.1560 -3.8384 -10.9308  0.289
H4 -32.7232 -5.6568 -12.3486  0.573
H5 -27.7494 -7.8606 -4.4194  0.397
H6 -28.0048 4.8941 -6.8495  0.345
H7 -26.2368 4.7179 -6.3815  0.377
H8 -35.5288 -2.9882 -4.8615  0.354
H9 -21.7415 -5.5516 -7.0701  0.206
H10 -37.8097 -0.6490 -10.3312  0.287
H11 -23.4356 -5.4281 -6.2027  0.534
H12 -31.7342 -0.9534 -14.8861  0.482
H13 -32.3841 -4.7620 -14.6755  0.495
H14 -31.3238 0.0424 -17.2503  0.408
H15 -26.2020 -1.7100 -8.4212  0.648
H16 -24.0526 1.2644 -10.7669  0.486
H17 -24.1267 -7.7316 -10.3466  0.284
H18 -36.6334 0.5753 -10.7770  0.402
H19 -29.3572 -3.2381 -18.5111  0.439
H20 -26.4174 2.2086 -10.4766  0.528
H21 -33.4497 0.3585 -7.1796  0.594
H22 -19.9380 -10.1021 -7.5403  0.433
H23 -23.0623 -0.5431 -12.0667  0.361
H24 -25.1195 -3.4838 -9.9392  0.624
H25 -25.5725 -5.2518 -4.9947  0.385
H26 -22.4148 -9.7305 -7.5741  0.499
H27 -30.1800 0.0232 -19.1048  0.381
H28 -36.7879 -4.5788 -10.5885  0.309
H29 -24.1076 -3.6645 -12.3804  0.336
H30 -31.0173 -1.3122 -19.7598  0.352
H31 -24.4931 -9.4794 -7.4732  0.406
H32 -31.1096 -4.2323 -9.4801  -0.493
H33 -33.2165 0.2702 -2.3434  0.579
H34 -36.3145 -1.1557 -10.9723  0.342
H35 -31.3291 -5.8639 -10.0868  0.405
H36 -37.8147 -1.4922 -8.4102  0.396
H37 -37.0493 -1.9169 -6.0869  0.531
H38 -33.1746 -1.3040 -0.5252  0.336
H39 -27.6135 3.9263 -5.4716  0.350
H40 -34.0151 1.0544 -4.3751  0.470
H41 -34.3420 0.4114 -9.5277  0.640
H42 -22.6552 -2.7629 -12.2627  0.324
H43 -17.8790 -9.3220 -6.6980  0.346
H44 -26.7619 2.0035 -5.7047  0.426
H45 -27.2987 4.0905 -9.1409  0.397
H46 -29.5027 -1.9618 -12.9639  0.557
H47 -27.5211 -6.0637 -4.4235  0.307
H48 -17.8768 -7.5582 -6.2233  0.346
H49 -29.1005 -1.2410 -19.5629  0.383
H50 -33.1922 -3.0710 -1.0505  0.292
H51 -32.0145 -1.9340 -1.7561  0.396
H52 -34.7644 -3.4976 -2.7479  0.333
H53 -17.4730 -7.9574 -7.8868  0.300
H54 -28.2654 -6.9288 -5.8255  0.286
H55 -29.4616 -4.4101 -16.2181  0.546
H56 -25.8548 0.0305 -6.8082  0.656
H57 -26.7321 -8.9117 -6.6600  0.433
H58 -19.2048 -6.0962 -7.0588  0.520

Atoms 1-2, force components in eV/Å:
S -2.1 2.4 1.1
S 1.1 -1.4 -2.0

As for the net charge: +3. The total energy comes out at -187325.971 eV. The spin multiplicity is 1.

---

2.
A molecular structure, C23H12N3O5V at a distorted geometry, computed with the ωB97M-V functional and the def2-TZVPD basis.

Each line ends with the natural charge from an NBO analysis.
Positions of all 44 atoms, in Å:
V1 0.1672 -0.0467 0.5488  1.442
O1 -1.6455 -0.1166 0.2561  -0.480
O2 0.0363 -1.9364 0.5195  -0.523
O3 -4.0601 -4.1601 -0.3832  -0.341
O4 -1.0617 -4.6574 -0.5830  -0.375
O5 -4.3028 -1.1980 -1.0135  -0.369
N1 2.0976 0.0160 -0.0320  -0.528
N2 -0.0247 0.1948 2.5136  -0.458
N3 0.3632 1.7831 0.5883  -0.362
C1 1.4549 2.3041 -0.1394  0.062
C2 -0.5154 -0.3700 4.7703  -0.252
C3 -1.1038 -2.3019 -0.0240  0.198
C4 -1.2232 4.1028 3.0877  -0.180
C5 -1.6582 -3.6495 -0.3813  0.417
C6 -1.3412 3.2282 4.1368  -0.108
C7 -2.0330 -1.3022 -0.1694  0.207
C8 -3.3693 -1.8170 -0.6187  0.416
C9 -0.6752 3.7041 1.8513  -0.118
C10 2.8906 3.8942 -1.2351  -0.170
C11 3.6206 1.5975 -1.0591  -0.115
C12 4.2288 -0.7272 -0.8039  -0.256
C13 -0.2793 2.3993 1.6853  0.069
C14 -3.1900 -3.3672 -0.5067  0.392
C15 -0.4406 1.4793 2.7484  0.241
C16 2.4035 1.2946 -0.4382  0.237
C17 1.6886 3.5899 -0.5646  -0.131
C18 4.5436 0.5426 -1.2274  -0.011
C19 3.8441 2.9378 -1.4613  -0.114
C20 2.9810 -0.9631 -0.2285  0.151
C21 -0.9364 1.8776 3.9946  -0.111
C22 -0.9632 0.9061 5.0192  -0.018
C23 -0.0682 -0.7045 3.4908  0.134
H1 3.0589 4.9113 -1.5598  0.258
H2 -0.5194 -1.1286 5.5393  0.271
H3 -1.7411 3.5630 5.0851  0.255
H4 -1.5434 5.1285 3.2055  0.260
H5 0.2460 -1.7109 3.2436  0.243
H6 4.9193 -1.5491 -0.9234  0.271
H7 4.7752 3.1969 -1.9482  0.254
H8 -1.3323 1.1756 6.0012  0.258
H9 5.5018 0.7412 -1.6919  0.257
H10 0.9696 4.3770 -0.3947  0.242
H11 2.6737 -1.9561 0.0763  0.245
H12 -0.5979 4.4248 1.0512  0.243

Atoms 1-2, force components in eV/Å:
V -0.5 0.0 1.2
O 0.2 0.0 -0.5

As for the net charge: +2. The total energy comes out at -64424.124 eV. The spin multiplicity is 1.

---

3.
A gas-phase ion, C4H8NS (charge +1) at a distorted geometry, computed with the ωB97M-V functional and the def2-TZVPD basis.

Each line ends with the natural charge from an NBO analysis.
Positions of all 14 atoms, in Å:
S1 0.6052 1.3749 -1.2135  0.275
N1 0.7553 -0.5893 0.1914  -0.576
C1 -1.5730 -0.2972 -0.3386  -0.200
C2 -1.7173 0.4393 0.7856  -0.379
C3 -0.0862 -0.2749 -0.9459  -0.214
C4 1.8131 0.4489 -0.0312  -0.264
H1 -2.6260 0.5797 1.3686  0.254
H2 2.1554 0.8959 0.7942  0.223
H3 2.6120 0.1755 -0.6383  0.237
H4 1.1969 -1.6332 0.3837  0.472
H5 0.1353 -0.3451 1.0638  0.482
H6 -2.3979 -0.8621 -0.7397  0.253
H7 -0.9142 1.0298 1.1069  0.181
H8 0.0413 -0.9423 -1.7870  0.256

Atoms 1-2, force components in eV/Å:
S 1.1 -0.3 1.1
N 2.6 -2.5 3.3

As for the net charge: +1. Its structure (SMILES) is C=C[C@@H]1[NH2+]CS1. The total energy comes out at -16593.427 eV. The spin multiplicity is 1. The energy relative to the best compared isomer or geometry (same formula, charge and spin) is 191.0 kJ/mol.